(1)
{"formula": "C4H6NO2", "method": "ωB97M-V with the def2-TZVPD basis set", "elements": ["C", "C", "C", "C", "N", "O", "O", "H", "H", "H", "H", "H", "H"], "xyz": [[-1.225, -0.263, -1.938], [-1.239, 0.160, -0.755], [1.305, 0.262, -0.655], [1.054, 0.051, 1.936], [0.840, -0.292, 0.512], [1.704, 0.719, -1.604], [-0.547, -0.092, 0.548], [-2.247, -0.250, -2.201], [-0.562, -0.443, -2.702], [-2.183, -0.132, -0.154], [0.798, -0.865, 2.475], [0.280, 0.662, 2.284], [2.023, 0.484, 2.254]], "e_tot_ha": -360.7282, "smiles": "C=CO[N+](C)=C=O", "total_charge": 1, "relative_energy_kcal_mol": 154.2}

(2)
{"formula": "H8O4Rb", "method": "ωB97M-V with the def2-TZVPD basis set", "elements": ["Rb", "O", "H", "H", "O", "H", "H", "O", "H", "H", "O", "H", "H"], "xyz": [[1.803, 14.777, -23.621], [1.694, 16.539, -22.377], [0.844, 16.161, -22.150], [1.489, 17.418, -22.695], [0.422, 13.188, -23.260], [0.178, 12.938, -24.151], [-0.048, 12.570, -22.700], [0.694, 16.187, -24.590], [-0.081, 16.658, -24.284], [0.584, 16.138, -25.540], [1.541, 13.484, -25.222], [1.712, 13.634, -26.152], [1.028, 12.677, -25.199]], "e_tot_ha": -329.3926, "total_charge": 1, "relative_energy_kcal_mol": 183.8}

(3)
{"formula": "C6H21N5O5RhS", "method": "ωB97M-V with the def2-TZVPD basis set", "elements": ["O", "H", "Rh", "N", "N", "O", "O", "C", "C", "C", "C", "H", "H", "H", "H", "H", "H", "H", "H", "O", "H", "H", "C", "H", "H", "H", "O", "H", "H", "N", "N", "C", "N", "S", "H", "H", "H", "H", "H"], "xyz": [[1.876, -1.987, -3.056], [2.647, -2.553, -3.227], [0.636, 0.458, 0.246], [0.948, 2.418, 0.162], [-1.133, 1.237, -0.372], [2.154, 3.131, 0.257], [-2.294, 0.598, -0.761], [-0.066, 3.243, -0.081], [-1.291, 2.555, -0.309], [0.171, 4.696, -0.175], [-2.656, 3.034, -0.600], [1.111, 4.928, -0.686], [0.185, 5.149, 0.826], [-0.649, 5.154, -0.741], [-3.394, 2.596, 0.082], [-2.953, 2.791, -1.628], [-2.691, 4.116, -0.481], [2.866, 2.465, 0.375], [-2.081, -0.369, -0.754], [-0.428, 0.747, 2.280], [0.136, 0.736, 3.081], [-0.940, -0.091, 2.263], [0.787, -2.483, -3.795], [0.536, -3.523, -3.534], [0.951, -2.408, -4.876], [-0.058, -1.839, -3.505], [1.814, 0.462, -1.507], [1.758, -0.332, -2.113], [1.723, 1.279, -2.040], [2.128, -1.183, 0.313], [1.773, -2.266, 1.204], [0.464, -2.616, 1.091], [0.090, -3.798, 1.604], [-0.666, -1.553, 0.426], [3.032, -0.826, 0.622], [2.322, -1.581, -0.610], [2.437, -3.054, 1.235], [-0.877, -4.076, 1.530], [0.769, -4.420, 2.020]], "s2": 6.016, "e_tot_ha": -1399.4774, "total_charge": 1, "relative_energy_kcal_mol": 0.0, "spin_multiplicity": 5}

(4)
{"formula": "C6H12I2O4", "method": "ωB97M-V with the def2-TZVPD basis set", "elements": ["I", "I", "O", "O", "O", "O", "C", "C", "C", "C", "C", "C", "H", "H", "H", "H", "H", "H", "H", "H", "H", "H", "H", "H"], "xyz": [[-3.723, 2.184, -0.113], [1.975, -3.298, 2.107], [-2.027, -0.270, -1.181], [-0.039, -1.793, -0.442], [0.159, -0.502, 2.203], [0.463, 0.762, -2.137], [-1.785, 2.068, -1.028], [2.349, -1.221, 1.675], [-1.259, 0.748, -0.500], [0.783, -0.662, -0.226], [1.261, -0.360, 1.247], [0.215, 0.605, -0.757], [-2.947, -0.094, -1.258], [-0.961, -1.454, -0.464], [-0.229, -1.432, 2.213], [-0.123, 0.113, -2.543], [-1.096, 2.817, -0.772], [-1.890, 1.900, -2.092], [2.942, -1.253, 0.853], [3.030, -0.760, 2.469], [-1.375, 0.769, 0.606], [1.766, -0.871, -0.812], [1.775, 0.599, 1.277], [0.736, 1.405, -0.324]], "e_tot_ha": -1132.1061, "total_charge": 0, "relative_energy_kcal_mol": 0.0}

Copy entry 3 word for word.
{"formula": "C6H21N5O5RhS", "method": "ωB97M-V with the def2-TZVPD basis set", "elements": ["O", "H", "Rh", "N", "N", "O", "O", "C", "C", "C", "C", "H", "H", "H", "H", "H", "H", "H", "H", "O", "H", "H", "C", "H", "H", "H", "O", "H", "H", "N", "N", "C", "N", "S", "H", "H", "H", "H", "H"], "xyz": [[1.876, -1.987, -3.056], [2.647, -2.553, -3.227], [0.636, 0.458, 0.246], [0.948, 2.418, 0.162], [-1.133, 1.237, -0.372], [2.154, 3.131, 0.257], [-2.294, 0.598, -0.761], [-0.066, 3.243, -0.081], [-1.291, 2.555, -0.309], [0.171, 4.696, -0.175], [-2.656, 3.034, -0.600], [1.111, 4.928, -0.686], [0.185, 5.149, 0.826], [-0.649, 5.154, -0.741], [-3.394, 2.596, 0.082], [-2.953, 2.791, -1.628], [-2.691, 4.116, -0.481], [2.866, 2.465, 0.375], [-2.081, -0.369, -0.754], [-0.428, 0.747, 2.280], [0.136, 0.736, 3.081], [-0.940, -0.091, 2.263], [0.787, -2.483, -3.795], [0.536, -3.523, -3.534], [0.951, -2.408, -4.876], [-0.058, -1.839, -3.505], [1.814, 0.462, -1.507], [1.758, -0.332, -2.113], [1.723, 1.279, -2.040], [2.128, -1.183, 0.313], [1.773, -2.266, 1.204], [0.464, -2.616, 1.091], [0.090, -3.798, 1.604], [-0.666, -1.553, 0.426], [3.032, -0.826, 0.622], [2.322, -1.581, -0.610], [2.437, -3.054, 1.235], [-0.877, -4.076, 1.530], [0.769, -4.420, 2.020]], "s2": 6.016, "e_tot_ha": -1399.4774, "total_charge": 1, "relative_energy_kcal_mol": 0.0, "spin_multiplicity": 5}